Here is a structure of composition C28H18Cl2MnNO2P from the OMol25 dataset. Energies are from wB97M-V/def2-TZVPD.

```
53
Properties=species:S:1:pos:R:3
Mn -1.28595 0.04366 0.05484
O -2.64413 1.56411 -0.33708
C -1.68770 1.67647 -1.05106
C -1.02215 2.47375 -2.02075
C -1.54565 3.56101 -2.72655
C -0.70560 4.20188 -3.61903
C 0.61320 3.77854 -3.78665
C 1.14138 2.70909 -3.06024
C 0.31297 2.05540 -2.17443
P 0.70279 0.71159 -1.02533
C 1.84505 -0.47932 -1.67260
C 3.19802 -0.42007 -1.32955
C 4.07033 -1.34980 -1.86836
C 3.59380 -2.32768 -2.73308
C 2.24569 -2.38738 -3.06650
C 1.36101 -1.46722 -2.53426
C 1.21150 1.40578 0.55218
C 1.43264 0.48533 1.58884
C 1.71357 0.94844 2.86407
C 1.76828 2.31527 3.10893
C 1.54431 3.22591 2.08244
C 1.25871 2.77888 0.80276
H -2.57354 3.87089 -2.59400
H -1.07579 5.03515 -4.20017
H 1.24364 4.29584 -4.49812
H 2.16950 2.40147 -3.20036
H 3.56186 0.34172 -0.65063
H 5.12045 -1.31361 -1.61353
H 4.27975 -3.05392 -3.14802
H 1.88547 -3.15746 -3.73454
H 0.30568 -1.52666 -2.76934
H 1.42048 -0.58132 1.38466
H 1.90172 0.24343 3.66234
H 1.99461 2.67478 4.10362
H 1.60172 4.28783 2.27907
H 1.09680 3.49228 0.00386
Cl -0.42040 -4.64179 -0.70165
C -1.30728 -3.91245 0.56771
C -1.94092 -4.72240 1.53574
C -2.65353 -4.17514 2.56347
Cl -3.40227 -5.18822 3.72933
C -2.78238 -2.76200 2.67291
C -3.50068 -2.07498 3.66698
C -3.56514 -0.69957 3.64262
C -2.92352 0.00283 2.62628
N -2.22219 -0.61131 1.68166
C -2.14218 -1.98309 1.69447
C -1.39536 -2.54508 0.63853
O -0.84420 -1.69730 -0.25154
H -1.85006 -5.79647 1.45037
H -4.00613 -2.63515 4.44238
H -4.11656 -0.15490 4.39460
H -2.98163 1.08297 2.57273
```

Calculated values
LUMO energy (alpha / beta)	-0.285 / -0.289	Eh
spin multiplicity	4
charge	+2
orbital gap (alpha / beta)	5.8 / 5.8	eV
HOMO energy (alpha / beta)	-13.6 / -13.7	eV
expectation value of S²	4.0369


Here is a structure of composition C28H19F4IrN9O2 at a distorted geometry from the OMol25 dataset. Energies are from wB97M-V/def2-TZVPD.

```
63
Properties=species:S:1:pos:R:3
Ir 0.00210 0.06695 -0.49984
O -3.14146 -1.63952 1.36065
C -2.11043 -1.39886 0.82686
N -1.66398 -0.08971 0.42900
C -2.35642 1.12098 0.80034
O -3.42263 1.16303 1.31566
C -1.54439 2.32775 0.43668
C -1.93438 3.58695 0.82774
C -1.12187 4.66868 0.50070
C 0.04538 4.43898 -0.21474
C 0.37398 3.14636 -0.57774
N -0.40559 2.10050 -0.26152
C -1.08698 -2.43428 0.46390
C -1.23623 -3.74358 0.85663
C -0.23197 -4.65375 0.53884
C 0.87606 -4.20973 -0.16927
C 0.95879 -2.87878 -0.53558
N -0.00731 -1.99969 -0.22886
H -2.85190 3.70074 1.39158
H -1.39541 5.67050 0.80583
H 0.70518 5.25218 -0.48440
H 1.27711 2.93509 -1.13403
H -2.11963 -4.02599 1.41585
H -0.31306 -5.68804 0.84736
H 1.67955 -4.88449 -0.43051
H 1.80897 -2.50051 -1.08689
N -2.96132 0.08430 -4.48869
C -1.66159 0.83694 -4.59336
C -1.07189 1.06832 -3.20534
N -0.87845 -0.20095 -2.45413
C -2.16191 -0.96186 -2.38520
C -2.76166 -1.21996 -3.76135
H -3.34401 -0.08980 -5.42507
H -3.66220 0.65379 -4.00246
H -1.84027 1.78753 -5.09350
H -0.99772 0.23943 -5.21879
H -1.72792 1.71006 -2.61406
H -0.11793 1.58036 -3.31539
H -0.17333 -0.77168 -2.92253
H -2.85997 -0.39331 -1.76946
H -1.99446 -1.92085 -1.90041
H -3.72237 -1.72428 -3.66581
H -2.11117 -1.83791 -4.38121
F 6.97790 1.75041 0.07418
C 6.87599 1.03862 -1.02088
C 8.03356 0.71482 -1.69621
F 9.15884 1.13347 -1.20522
C 8.00392 -0.05072 -2.90343
C 6.70824 -0.48831 -3.35768
C 5.58022 -0.16582 -2.66761
F 4.39411 -0.57699 -3.11615
C 5.60895 0.61741 -1.48916
C 4.41512 0.99123 -0.81088
C 3.09413 0.53375 -1.10235
N 1.95684 0.30262 -1.10422
C 4.37445 1.92254 0.25404
N 4.23060 2.71000 1.08551
F 6.59867 -1.20570 -4.44318
C 9.17888 -0.34312 -3.61195
C 9.17590 -1.06039 -4.83620
N 9.17790 -1.65010 -5.82712
C 10.46156 0.07785 -3.18877
N 11.50879 0.44118 -2.86636
```

Calculated values
LUMO energy (alpha / beta)	-0.509 / -0.545	Eh
spin multiplicity	2
charge	+4
orbital gap (alpha / beta)	5.9 / 4.9	eV
HOMO energy (alpha / beta)	-19.7 / -19.8	eV
expectation value of S²	0.8386


Here is a structure of composition C28H19F5IN5O3PbS2 from the OMol25 dataset. Energies are from wB97M-V/def2-TZVPD.

```
64
Properties=species:S:1:pos:R:3
Pb 0.58979 0.76608 -0.63626
N -1.49815 5.25107 0.14209
C -1.00800 3.94451 0.18425
S -0.21748 3.44484 -1.27073
N -1.21760 3.36251 1.32366
N -0.71578 2.08405 1.50709
C -1.13813 1.59806 2.60977
C -0.94135 0.27423 3.20518
C -1.83937 -0.03337 4.23292
C -1.85667 -1.25762 4.87183
C -0.94775 -2.22665 4.48009
C -0.02203 -1.95008 3.49091
C -0.00955 -0.71229 2.86158
O 0.92269 -0.41395 1.90203
H -1.72345 5.55320 -0.79302
H -2.22332 5.40937 0.82445
H -1.80605 2.23544 3.19630
H -2.56179 0.72362 4.51361
H -2.58652 -1.45956 5.64425
H -0.96451 -3.21360 4.92360
H 0.66922 -2.71697 3.17272
C -1.25613 -0.22796 -4.92708
C -1.15168 -1.48011 -4.11255
N -1.84359 -2.52951 -4.47905
C -1.76558 -3.64613 -3.72793
C -1.00495 -3.74478 -2.59237
C -0.99670 -5.04596 -1.83953
O 0.19518 -5.81345 -2.08903
C -0.23734 -2.62559 -2.17265
C 0.59752 -2.74783 -0.99125
N 1.26291 -1.78931 -0.46581
C 2.12516 -2.02743 0.60582
C 3.21282 -2.89177 0.49956
C 4.13916 -3.00143 1.52457
C 4.00432 -2.23281 2.67201
C 2.92650 -1.36912 2.79399
C 1.99530 -1.28256 1.77808
I 3.63684 1.37312 -0.33806
C -0.29027 -1.44156 -2.95044
O 0.37745 -0.36918 -2.73456
H -1.95070 -0.38985 -5.74936
H -0.27693 0.06474 -5.30983
H -1.60147 0.59932 -4.30509
H -2.36908 -4.48632 -4.05351
H -1.83042 -5.66317 -2.17663
H -1.11906 -4.87313 -0.76617
H 0.89391 -5.18585 -2.31178
H 0.65522 -3.73954 -0.53642
H 3.33641 -3.44676 -0.42163
H 4.98142 -3.67240 1.41451
H 4.74136 -2.29121 3.46199
H 2.78870 -0.75357 3.67331
F -5.51261 -1.72978 -3.89034
C -4.75784 -1.92915 -2.78119
C -3.95159 -0.91967 -2.28245
F -3.92888 0.27915 -2.90561
C -3.17752 -1.14433 -1.16039
F -2.41615 -0.11445 -0.73095
C -3.15903 -2.36236 -0.46327
S -2.15810 -2.62158 0.92347
C -3.99472 -3.35039 -1.00421
F -4.05939 -4.57827 -0.43164
C -4.77340 -3.14909 -2.12954
F -5.55137 -4.15177 -2.61370
```

Calculated values
LUMO energy	0.158	Eh
charge	-2
orbital gap	6.3	eV
HOMO energy	-2.0	eV


Here is a structure of composition C28H19N6O2PdS at a distorted geometry from the OMol25 dataset. Energies are from wB97M-V/def2-TZVPD.

```
57
Properties=species:S:1:pos:R:3
Pd 6.84190 11.72944 15.93141
O 5.98408 9.40290 22.37432
C 5.30134 10.42804 22.00358
O 4.55503 11.26391 22.53761
C 5.56656 10.75227 20.48670
C 5.87412 9.69732 19.57855
C 6.13880 9.99817 18.28839
N 6.22113 11.30307 17.89244
C 5.96513 12.29010 18.71683
C 5.63105 12.06291 20.02714
C 6.24306 13.67703 18.10760
C 6.35888 14.76177 18.96094
C 6.66896 16.00152 18.44610
C 6.86860 16.13508 17.10787
C 6.95863 14.99267 16.31302
N 6.61556 13.76388 16.80049
C 6.45252 9.08020 17.16236
C 6.82313 7.75659 17.43416
C 7.09160 6.90262 16.39676
C 6.82271 7.39666 15.08696
C 6.61702 8.74128 14.88091
N 6.46244 9.56362 15.93804
H 5.83194 8.66849 19.95884
H 5.44780 12.81265 20.72452
H 6.11296 14.59168 20.01831
H 6.66033 16.91161 19.07512
H 7.35139 16.93906 16.63289
H 7.16141 15.01795 15.24083
H 7.12956 7.43098 18.46442
H 7.44524 5.88462 16.58470
H 6.91590 6.77663 14.15702
H 6.39607 9.12589 13.91824
N 9.08164 11.73382 12.26705
C 8.37431 12.02926 11.10225
C 8.92850 11.67834 9.85391
C 8.19396 11.86892 8.70115
C 6.92008 12.42195 8.76080
C 6.39258 12.81508 9.98503
C 7.09293 12.57071 11.16548
S 6.40863 12.89990 12.76162
N 7.43661 12.10933 13.78337
C 8.57658 11.66866 13.46203
C 9.39416 10.98940 14.55781
C 10.66262 10.50153 14.29130
C 11.41578 9.91907 15.30026
C 10.88966 9.90319 16.52915
C 9.69791 10.56458 16.79139
N 8.95356 11.14082 15.84461
H 10.04128 11.58499 12.13547
H 9.97966 11.28246 9.86632
H 8.56179 11.55576 7.68128
H 6.40385 12.71787 7.86232
H 5.42438 13.38723 10.07434
H 10.94270 10.50513 13.22490
H 12.36486 9.52266 14.99449
H 11.40529 9.38361 17.37595
H 9.27318 10.46194 17.77411
```

Calculated values
LUMO energy (alpha / beta)	-0.148 / -0.184	Eh
spin multiplicity	3
charge	+1
orbital gap (alpha / beta)	5.9 / 4.9	eV
HOMO energy (alpha / beta)	-9.9 / -9.9	eV
expectation value of S²	2.0054


What is the charge in the fourth record? +1


Which formula does entry 4 have? C28H19N6O2PdS


What did the second record say?
Here is a structure of composition C28H19F4IrN9O2 at a distorted geometry from the OMol25 dataset. Energies are from wB97M-V/def2-TZVPD.

```
63
Properties=species:S:1:pos:R:3
Ir 0.00210 0.06695 -0.49984
O -3.14146 -1.63952 1.36065
C -2.11043 -1.39886 0.82686
N -1.66398 -0.08971 0.42900
C -2.35642 1.12098 0.80034
O -3.42263 1.16303 1.31566
C -1.54439 2.32775 0.43668
C -1.93438 3.58695 0.82774
C -1.12187 4.66868 0.50070
C 0.04538 4.43898 -0.21474
C 0.37398 3.14636 -0.57774
N -0.40559 2.10050 -0.26152
C -1.08698 -2.43428 0.46390
C -1.23623 -3.74358 0.85663
C -0.23197 -4.65375 0.53884
C 0.87606 -4.20973 -0.16927
C 0.95879 -2.87878 -0.53558
N -0.00731 -1.99969 -0.22886
H -2.85190 3.70074 1.39158
H -1.39541 5.67050 0.80583
H 0.70518 5.25218 -0.48440
H 1.27711 2.93509 -1.13403
H -2.11963 -4.02599 1.41585
H -0.31306 -5.68804 0.84736
H 1.67955 -4.88449 -0.43051
H 1.80897 -2.50051 -1.08689
N -2.96132 0.08430 -4.48869
C -1.66159 0.83694 -4.59336
C -1.07189 1.06832 -3.20534
N -0.87845 -0.20095 -2.45413
C -2.16191 -0.96186 -2.38520
C -2.76166 -1.21996 -3.76135
H -3.34401 -0.08980 -5.42507
H -3.66220 0.65379 -4.00246
H -1.84027 1.78753 -5.09350
H -0.99772 0.23943 -5.21879
H -1.72792 1.71006 -2.61406
H -0.11793 1.58036 -3.31539
H -0.17333 -0.77168 -2.92253
H -2.85997 -0.39331 -1.76946
H -1.99446 -1.92085 -1.90041
H -3.72237 -1.72428 -3.66581
H -2.11117 -1.83791 -4.38121
F 6.97790 1.75041 0.07418
C 6.87599 1.03862 -1.02088
C 8.03356 0.71482 -1.69621
F 9.15884 1.13347 -1.20522
C 8.00392 -0.05072 -2.90343
C 6.70824 -0.48831 -3.35768
C 5.58022 -0.16582 -2.66761
F 4.39411 -0.57699 -3.11615
C 5.60895 0.61741 -1.48916
C 4.41512 0.99123 -0.81088
C 3.09413 0.53375 -1.10235
N 1.95684 0.30262 -1.10422
C 4.37445 1.92254 0.25404
N 4.23060 2.71000 1.08551
F 6.59867 -1.20570 -4.44318
C 9.17888 -0.34312 -3.61195
C 9.17590 -1.06039 -4.83620
N 9.17790 -1.65010 -5.82712
C 10.46156 0.07785 -3.18877
N 11.50879 0.44118 -2.86636
```

Calculated values
LUMO energy (alpha / beta)	-0.509 / -0.545	Eh
spin multiplicity	2
charge	+4
orbital gap (alpha / beta)	5.9 / 4.9	eV
HOMO energy (alpha / beta)	-19.7 / -19.8	eV
expectation value of S²	0.8386


Which of these has the lowest charge? C28H19F5IN5O3PbS2